115
Properties=species:S:1:pos:R:3 method="wB97M-V/def2-TZVPD" homo_ev=-4.12 molar_mass_g_mol=1521.59 total_charge=-1 homo_lumo_gap_ev=6.0
Bi -0.99 1.89 0.83
Sb -1.90 6.12 1.70
Se -2.80 3.84 0.73
Se -2.56 6.16 4.01
Se 0.60 3.18 2.52
Se 0.60 5.34 1.62
S 0.56 -0.40 2.83
P 0.28 -1.47 -3.13
P -0.46 -2.96 0.74
O -0.14 -4.06 -1.89
N 2.91 -2.64 3.30
N 1.38 0.75 0.13
N 1.74 -0.53 0.39
N 0.34 3.03 -0.94
N -2.36 1.28 3.13
C 4.40 -2.76 1.36
C -3.27 1.84 5.48
C 1.19 -7.65 -3.16
C 3.52 -3.21 0.28
C -2.26 1.25 -4.98
C 0.32 -3.24 -5.37
C -0.23 -5.12 -1.03
C -3.02 -2.90 1.48
C 1.85 -0.88 -3.88
C -0.24 -7.43 -0.49
C 1.88 4.59 -2.63
C 2.98 -1.27 -3.16
C 3.31 0.19 -5.48
C -0.34 -4.76 0.32
C -1.10 0.68 -4.47
C 4.25 -0.95 -3.60
C 1.62 2.67 -1.20
C -0.07 -6.80 -2.94
C 2.40 3.45 -2.04
C 4.42 -0.21 -4.76
C -0.16 4.13 -1.49
C -2.85 -3.59 4.14
C -2.78 1.48 4.18
C -3.70 0.85 6.37
C -3.76 3.54 7.09
C -1.31 -7.60 -3.36
C 0.16 -5.62 -5.17
C -1.76 -3.10 2.04
C 0.57 4.93 -2.36
C -3.29 3.18 5.84
C -4.10 -3.42 3.56
C -4.16 1.22 7.62
C -4.18 -3.06 2.23
C 1.32 -2.65 1.36
C 2.19 -3.14 0.23
C -2.31 -1.34 -4.03
C 1.79 -3.31 2.68
C -4.19 2.57 7.98
C -0.33 -7.12 0.85
C 0.19 -3.10 -3.99
C -3.44 0.53 -5.02
C -3.46 -0.77 -4.53
C 2.15 1.42 -0.65
C 1.29 -1.11 1.47
C -1.10 -0.63 -4.01
C 2.03 -0.15 -5.05
C 0.30 -4.49 -5.96
C 0.03 -4.27 -3.23
C 4.08 -2.42 2.62
C 3.53 0.97 -1.02
C 0.03 -5.54 -3.79
C -1.70 -3.43 3.40
C -0.38 -5.79 1.25
C -0.18 -6.44 -1.47
H 3.43 0.77 -6.39
H 5.44 -2.61 1.08
H -2.22 -7.00 -3.23
H 1.29 -7.93 -4.21
H -4.50 0.47 8.31
H -5.00 -3.54 4.15
H -3.67 -0.18 6.07
H -2.77 -3.85 5.19
H 2.64 -1.89 3.92
H 0.45 -2.35 -5.97
H 4.03 -3.58 -0.60
H -3.78 4.59 7.37
H -1.25 -7.89 -4.41
H -4.55 2.85 8.96
H -1.41 -8.50 -2.76
H -1.18 4.36 -1.22
H -2.24 2.27 -5.33
H 1.14 -8.57 -2.57
H 4.84 -1.95 3.23
H 0.10 5.82 -2.78
H -4.35 0.98 -5.41
H 1.00 -3.32 3.42
H 2.08 -4.34 2.46
H 5.41 0.05 -5.10
H 3.43 3.16 -2.23
H -0.20 -8.47 -0.79
H 3.70 -0.02 -0.61
H -4.38 -1.34 -4.53
H -0.75 -3.54 3.90
H 1.18 0.15 -5.66
H -2.34 -2.35 -3.63
H 1.70 -3.47 -0.68
H -3.09 -2.60 0.44
H 3.65 0.92 -2.11
H -5.15 -2.89 1.76
H 0.40 -4.59 -7.04
H 2.08 -7.10 -2.87
H -2.95 3.94 5.13
H 5.11 -1.27 -3.02
H 2.49 5.20 -3.28
H -0.49 -5.55 2.30
H -0.21 1.29 -4.40
H 0.17 -6.60 -5.65
H -0.36 -7.91 1.59
H 2.85 -1.80 -2.22
H 4.28 1.65 -0.62